[1]
{
  "formula": "HInO",
  "method": "ωB97M-V with the def2-TZVPD basis set",
  "mol_weight_g_mol": 131.83,
  "homo_lumo_gap_ha": 0.280,
  "charge": 2,
  "e_tot_ev": -7210.236,
  "species": ["In", "O", "H"],
  "coordinates": [[-0.764, -0.949, -0.718], [0.198, 0.797, 0.041], [0.566, 0.153, 0.677]],
  "forces_ev_per_a": [[0.21, 1.69, -0.18], [-1.59, -2.68, -1.31], [1.38, 0.99, 1.49]]
}

---

[2]
{
  "formula": "C5H20N2O3S",
  "method": "ωB97M-V with the def2-TZVPD basis set",
  "mol_weight_g_mol": 188.29,
  "homo_lumo_gap_ha": 0.336,
  "relative_energy_ev": 1.0003,
  "smiles": "CNCCNCCS.O.O.O",
  "e_tot_ev": -25465.979,
  "species": ["C", "N", "C", "C", "N", "C", "C", "S", "H", "H", "H", "H", "H", "H", "H", "H", "H", "H", "H", "H", "H", "H", "O", "H", "H", "O", "H", "H", "O", "H", "H"],
  "coordinates": [[1.226, -0.644, 2.965], [1.167, -1.152, 1.600], [0.799, -0.193, 0.538], [0.519, -1.008, -0.685], [0.447, -0.110, -1.836], [-0.793, 0.582, -2.225], [-1.562, -0.350, -3.245], [-2.446, -1.671, -2.425], [1.719, 0.334, 3.084], [1.774, -1.416, 3.515], [0.248, -0.509, 3.451], [2.109, -1.507, 1.459], [-0.072, 0.391, 0.849], [1.651, 0.505, 0.422], [1.152, -1.863, -0.909], [-0.462, -1.480, -0.491], [0.734, -0.677, -2.654], [-1.371, 0.911, -1.376], [-0.345, 1.394, -2.809], [-0.979, -0.843, -3.993], [-2.307, 0.277, -3.733], [-3.111, -1.031, -1.396], [0.637, 2.949, -0.487], [0.798, 3.894, -0.496], [0.957, 2.518, -1.285], [-1.237, -2.929, 1.545], [-0.948, -2.933, 0.624], [-0.541, -2.375, 1.944], [0.187, 3.364, 2.905], [-0.027, 3.140, 1.982], [0.075, 2.432, 3.163]],
  "forces_ev_per_a": [[-0.15, 0.19, 0.41], [-0.31, 0.18, 0.68], [1.95, -0.55, 1.39], [-2.14, 0.60, -0.38], [1.02, -1.05, -0.78], [1.71, -1.97, -2.12], [-1.58, 2.26, 1.90], [-0.75, -0.87, 0.84], [0.27, -0.17, -0.17], [-0.11, 0.40, 0.32], [0.00, -0.31, -0.38], [-0.29, -0.01, -0.65], [0.01, -0.15, -0.06], [-0.53, -0.01, -0.38], [0.67, 0.36, 0.28], [0.24, 0.11, -0.22], [-0.14, 0.79, 0.66], [-0.25, 0.13, 0.07], [-0.99, 0.50, 0.14], [0.76, -0.03, -0.31], [0.03, -0.03, -0.37], [0.63, -0.09, -0.90], [-0.43, -0.31, 0.64], [0.24, 0.00, -0.45], [0.18, 0.26, -0.05], [0.19, 0.24, 0.06], [-0.20, -0.20, 0.10], [-0.08, -0.23, -0.19], [-0.47, -1.53, -0.85], [0.24, 1.10, -0.33], [0.28, 0.38, 1.08]]
}

---

[3]
{
  "formula": "C23H28BF3O2",
  "method": "ωB97M-V with the def2-TZVPD basis set",
  "mol_weight_g_mol": 404.28,
  "homo_lumo_gap_ha": 0.139,
  "relative_energy_ev": 1.3091,
  "e_tot_ev": -37224.153,
  "species": ["C", "C", "C", "C", "C", "C", "O", "B", "C", "C", "C", "C", "C", "F", "F", "F", "C", "C", "C", "C", "C", "O", "H", "H", "H", "H", "H", "H", "H", "H", "H", "H", "H", "H", "H", "H", "H", "H", "H", "H", "H", "H", "H", "C", "C", "C", "C", "C", "C", "C", "H", "H", "H", "H", "H", "H", "H"],
  "coordinates": [[-0.081, 3.310, 0.269], [1.432, 3.410, 0.474], [1.864, 4.819, 0.134], [1.925, 2.845, 1.879], [2.922, 3.740, 2.594], [0.815, 2.456, 2.857], [2.687, 1.655, 1.555], [2.607, 1.529, 0.193], [-2.184, -2.405, -0.304], [-2.685, -2.620, -1.594], [-2.545, -3.883, -2.153], [-1.992, -4.885, -1.352], [-1.584, -6.157, -2.021], [-0.683, -6.863, -1.280], [-2.660, -6.977, -2.249], [-0.995, -5.898, -3.233], [-1.806, -4.739, 0.014], [-1.977, -3.472, 0.572], [-1.716, -1.021, 0.005], [-3.119, -0.447, 1.763], [-1.698, -0.709, 1.546], [2.118, 2.597, -0.512], [-0.616, 3.946, 1.001], [-0.328, 3.699, -0.730], [-0.454, 2.277, 0.346], [1.432, 5.528, 0.842], [2.954, 4.906, 0.117], [1.485, 5.066, -0.862], [2.440, 4.656, 2.949], [3.293, 3.203, 3.474], [3.771, 3.978, 1.940], [0.228, 3.341, 3.160], [0.132, 1.696, 2.438], [1.274, 2.043, 3.769], [-3.125, -1.813, -2.191], [-2.786, -4.072, -3.197], [-1.470, -5.555, 0.641], [-1.885, -3.323, 1.643], [-2.443, -0.349, -0.465], [-3.490, 0.536, 1.501], [-3.792, -1.282, 1.902], [-1.271, -1.561, 2.096], [-1.074, 0.188, 1.699], [-0.356, -0.872, -0.612], [0.793, -0.218, 0.134], [2.164, 0.003, -0.360], [2.595, -0.106, -1.780], [1.809, 0.188, -2.837], [0.383, 0.351, -2.773], [-0.517, -0.312, -1.998], [0.127, -1.870, -0.724], [0.809, -0.472, 1.208], [2.881, -0.577, 0.260], [3.657, -0.329, -1.900], [2.273, 0.325, -3.834], [-0.045, 0.992, -3.561], [-1.495, -0.495, -2.454]],
  "forces_ev_per_a": [[-0.25, 0.03, -0.10], [0.08, 0.44, -0.06], [-0.04, 0.44, 0.29], [0.41, 0.48, 0.34], [0.02, 0.32, 0.15], [-0.17, -0.11, 0.07], [-0.22, 0.04, -0.71], [-2.61, -1.39, -0.24], [-0.64, 0.08, 0.21], [0.11, -0.59, -0.28], [0.06, 0.12, 0.52], [0.06, -0.48, -0.38], [0.06, -0.53, -0.27], [-0.69, 0.33, -0.63], [0.97, 0.41, -0.03], [-0.53, -0.50, 0.87], [-0.25, 0.57, 0.12], [0.23, -0.29, -0.75], [-0.50, -0.06, 1.68], [0.58, -0.08, 0.45], [-0.87, -0.04, -0.50], [0.13, -0.53, 0.65], [0.31, -0.35, -0.27], [0.10, -0.24, 0.27], [0.18, 0.28, -0.03], [0.15, 0.13, -0.02], [-0.19, 0.07, 0.08], [0.10, -0.07, 0.13], [0.16, 0.04, -0.12], [0.00, 0.07, -0.21], [-0.23, 0.02, 0.25], [0.21, -0.34, -0.20], [0.33, 0.39, 0.15], [-0.12, 0.09, -0.34], [0.45, -0.21, 0.33], [0.02, 0.00, 0.25], [-0.10, -0.08, -0.17], [0.31, -0.01, -0.26], [0.38, 0.33, -0.02], [-0.20, -0.17, -0.03], [-0.18, 0.22, 0.31], [-0.22, 0.43, -0.07], [0.00, -0.10, -0.19], [3.08, 0.73, -1.57], [-0.98, -1.00, 1.07], [2.14, 0.57, 0.27], [-0.70, 0.23, -0.72], [1.87, 0.20, 0.76], [-1.80, -0.29, -0.25], [0.43, 0.91, -1.22], [-0.57, -0.29, 0.33], [0.05, 0.11, -0.59], [-0.51, -0.27, -0.16], [-0.25, 0.20, -0.17], [-0.36, -0.27, 0.67], [0.10, -0.87, -0.08], [0.10, 0.88, 0.45]]
}

---

[4]
{
  "formula": "C15H25AsF6KN4O15S2",
  "method": "ωB97M-V with the def2-TZVPD basis set",
  "mol_weight_g_mol": 793.52,
  "homo_lumo_gap_ha": 0.114,
  "charge": -1,
  "e_tot_ev": -167765.310,
  "species": ["K", "As", "F", "F", "F", "F", "F", "F", "O", "C", "O", "O", "H", "C", "N", "O", "O", "H", "H", "H", "C", "N", "O", "O", "H", "H", "H", "C", "C", "O", "S", "O", "O", "O", "H", "H", "H", "H", "C", "C", "O", "S", "O", "O", "O", "H", "H", "H", "H", "N", "C", "C", "C", "C", "H", "H", "H", "H", "H", "N", "C", "C", "C", "C", "H", "H", "H", "H", "H"],
  "coordinates": [[2.302, 5.031, -19.063], [8.476, 7.956, -19.139], [8.032, 8.777, -20.641], [6.996, 8.595, -18.337], [8.834, 7.267, -17.478], [10.050, 7.348, -19.762], [9.265, 9.496, -18.662], [7.709, 6.363, -19.514], [6.004, -0.234, -19.996], [6.285, -0.927, -18.858], [5.338, -1.638, -18.347], [7.411, -0.862, -18.442], [6.832, 0.231, -20.137], [3.179, 11.240, -13.813], [1.958, 10.500, -13.418], [1.679, 10.347, -12.262], [1.365, 9.929, -14.326], [3.360, 11.450, -14.867], [4.112, 10.868, -13.389], [3.125, 12.215, -13.328], [11.628, 3.643, -24.862], [10.354, 3.259, -24.262], [9.287, 3.741, -24.716], [10.416, 2.388, -23.401], [12.309, 2.891, -24.464], [11.855, 4.682, -24.627], [11.502, 3.374, -25.911], [9.973, 15.159, -13.376], [10.298, 16.022, -14.573], [9.699, 17.228, -14.176], [8.177, 17.084, -13.556], [7.194, 16.488, -14.486], [7.802, 18.096, -12.604], [8.998, 15.898, -12.724], [10.832, 15.057, -12.712], [9.614, 14.176, -13.679], [9.788, 15.684, -15.475], [11.379, 15.922, -14.671], [11.355, 9.511, -27.978], [9.876, 9.419, -28.288], [9.728, 8.504, -29.316], [11.175, 8.142, -30.016], [11.569, 9.157, -31.013], [11.211, 6.694, -30.281], [11.928, 8.395, -28.579], [11.526, 9.401, -26.907], [11.992, 10.341, -28.280], [9.321, 10.338, -28.477], [9.379, 8.868, -27.489], [12.968, 9.056, -12.464], [12.551, 9.238, -11.164], [13.629, 9.785, -10.445], [14.655, 10.065, -11.351], [14.237, 9.596, -12.578], [12.567, 8.536, -13.232], [11.540, 8.922, -10.954], [13.661, 10.049, -9.398], [15.593, 10.559, -11.146], [14.663, 9.593, -13.570], [13.578, 0.793, -16.259], [13.827, 2.096, -16.154], [14.711, 2.331, -15.129], [14.890, 1.041, -14.519], [14.277, 0.135, -15.250], [13.120, 0.201, -16.937], [13.328, 2.748, -16.856], [15.115, 3.259, -14.753], [15.581, 0.985, -13.691], [14.409, -0.935, -15.188]],
  "forces_ev_per_a": [[0.37, -0.10, 0.03], [0.74, -0.02, 2.34], [0.13, -1.22, 0.70], [0.53, -0.66, -1.10], [0.03, 0.63, -1.83], [-1.75, 0.64, 0.36], [-0.31, -1.24, -0.33], [0.44, 1.93, -0.13], [-0.74, 0.86, -1.08], [-3.62, -3.26, 2.00], [0.74, 1.55, -1.39], [3.27, 0.79, 0.74], [0.22, 0.15, -0.26], [1.08, 2.07, 0.68], [0.41, -1.90, -1.66], [0.19, 0.75, 0.84], [-0.01, 0.57, -0.06], [-0.81, -0.72, -0.02], [-0.47, -0.88, 0.13], [-0.35, 0.08, 0.06], [0.32, -0.87, -0.38], [-2.73, -0.60, 0.33], [2.32, -0.69, 0.94], [-0.41, 0.96, -0.64], [0.34, 0.66, 0.18], [0.02, -0.23, -0.29], [0.12, 0.78, -0.15], [-0.24, -0.70, -0.47], [-0.99, -1.48, -0.21], [-0.24, 4.70, -2.30], [2.01, -4.27, -0.02], [2.46, 1.84, 1.90], [0.89, -0.98, -1.79], [-3.91, -0.49, 3.02], [-0.18, 0.04, 0.16], [-0.03, -0.07, 0.17], [0.26, -0.15, -0.09], [-0.03, 1.54, -0.39], [1.11, 0.92, 1.26], [-0.93, 0.21, 1.41], [0.88, -1.12, -3.34], [0.07, -1.00, -0.01], [-0.96, -2.38, 2.34], [-0.05, 3.71, 0.28], [0.45, -1.69, -2.04], [-0.11, -0.04, 0.01], [-0.88, 0.67, -0.30], [0.39, 0.12, -0.15], [0.01, 0.58, 0.54], [1.50, 1.14, 0.57], [0.66, -0.55, -0.09], [-1.85, -0.03, -0.05], [0.26, -0.33, -1.11], [-0.39, -0.36, -0.55], [-0.42, 0.22, 0.45], [0.23, 0.04, 0.60], [-0.30, -0.09, -0.06], [-0.07, -0.12, -0.02], [0.36, 0.08, 0.24], [0.64, -3.13, 1.05], [-0.05, 2.01, -1.02], [-1.00, -0.71, 0.27], [2.35, 2.99, 1.21], [-0.91, -1.68, -1.10], [-0.28, 0.98, -0.22], [0.21, 0.25, 0.13], [-0.24, 0.00, -0.23], [-0.18, -0.74, 0.05], [-0.57, 0.02, -0.17]]
}

---

[5]
{
  "formula": "C2H6N3O2",
  "method": "ωB97M-V with the def2-TZVPD basis set",
  "mol_weight_g_mol": 104.09,
  "homo_lumo_gap_ha": 0.396,
  "relative_energy_ev": 3.5113,
  "charge": 1,
  "smiles": "C/[NH+]=C(/N)[N+](=O)[O-]",
  "e_tot_ev": -10725.433,
  "species": ["C", "N", "C", "N", "N", "O", "O", "H", "H", "H", "H", "H", "H"],
  "coordinates": [[-0.336, -1.703, -0.508], [-0.644, -0.481, 0.165], [0.004, 0.590, 0.312], [-0.474, 1.638, 0.922], [1.467, 0.758, -0.428], [1.933, 1.756, -0.045], [1.744, -0.023, -1.241], [-0.740, -1.439, -1.583], [-0.737, -2.586, -0.032], [0.643, -2.030, -0.589], [-1.666, -0.530, 0.396], [0.085, 2.464, 0.968], [-1.279, 1.587, 1.663]],
  "forces_ev_per_a": [[-1.50, -0.13, -3.45], [-2.38, -2.08, 0.94], [0.95, 0.75, -0.39], [-1.71, 0.27, 2.20], [-3.97, 0.34, 2.05], [2.15, 2.05, 0.35], [0.94, -1.48, -1.52], [0.71, -1.64, 1.82], [-1.23, 0.25, 0.12], [2.25, 0.50, -0.14], [1.31, 0.73, 0.18], [0.43, 0.50, -0.04], [2.05, -0.05, -2.12]]
}

---

[6]
{
  "formula": "C15H26BNO4",
  "method": "ωB97M-V with the def2-TZVPD basis set",
  "mol_weight_g_mol": 295.19,
  "homo_lumo_gap_ha": 0.366,
  "relative_energy_ev": 2.2731,
  "e_tot_ev": -26333.257,
  "species": ["O", "O", "O", "O", "B", "C", "N", "C", "C", "C", "C", "C", "C", "C", "C", "C", "C", "C", "C", "C", "C", "H", "H", "H", "H", "H", "H", "H", "H", "H", "H", "H", "H", "H", "H", "H", "H", "H", "H", "H", "H", "H", "H", "H", "H", "H", "H"],
  "coordinates": [[-2.994, -0.398, -2.243], [-2.831, -1.484, -0.179], [-0.405, -0.385, 0.165], [1.897, 0.279, -0.589], [0.572, -0.218, -0.889], [-2.769, -1.391, -1.560], [-0.697, -3.416, -0.611], [-1.832, 1.989, 0.504], [0.450, 2.726, -0.300], [0.189, -0.648, -2.357], [-2.333, -2.600, -2.337], [0.212, -2.120, -2.680], [1.647, 2.512, 2.481], [-0.827, -3.160, -2.029], [0.162, 2.149, 2.356], [2.463, -0.917, 1.432], [-0.027, 0.596, 2.579], [2.556, 1.680, 1.435], [-0.312, 1.928, 0.833], [0.262, 0.462, 1.091], [1.820, 0.383, 0.816], [-2.992, -0.586, 0.113], [-1.691, -3.601, -0.440], [-0.604, -2.446, -0.194], [-2.399, 1.544, 1.363], [-2.039, 1.349, -0.384], [-2.122, 3.023, 0.342], [0.431, 3.773, 0.112], [0.104, 2.775, -1.386], [1.452, 2.387, -0.340], [0.963, -0.063, -2.850], [-0.747, -0.121, -2.348], [-2.974, -3.465, -2.146], [-2.323, -2.352, -3.382], [1.177, -2.550, -2.414], [-0.099, -2.167, -3.712], [1.898, 3.582, 2.534], [1.982, 2.099, 3.403], [-0.766, -4.112, -2.505], [-0.530, 2.772, 2.906], [3.521, -0.905, 1.220], [2.316, -1.110, 2.530], [2.103, -1.816, 0.918], [-1.071, 0.237, 2.850], [0.758, 0.163, 3.249], [3.078, 2.362, 0.669], [3.367, 1.262, 1.973]],
  "forces_ev_per_a": [[-0.23, -0.38, 2.29], [-0.35, -0.23, -2.37], [3.41, -0.06, -1.03], [-2.79, -1.08, -0.20], [0.41, -1.47, -0.47], [0.14, 0.58, -1.25], [-0.42, 1.89, 0.59], [0.70, -1.51, 1.24], [-1.11, 1.46, 0.74], [0.97, 1.23, 2.77], [1.76, -1.74, 0.86], [-1.45, -1.71, 0.64], [0.51, -1.05, -1.18], [-0.99, 3.15, -0.39], [-1.01, -0.26, -1.20], [-0.68, -0.06, 0.12], [-0.20, -0.23, 0.45], [-0.70, 0.80, -0.95], [1.48, -0.33, -0.75], [-0.40, 1.90, -0.06], [-0.14, 0.60, 2.25], [-0.09, 0.55, 0.36], [0.62, -0.49, 1.13], [-0.02, -1.58, -0.11], [0.13, 0.55, -0.63], [0.13, 0.76, 0.42], [-0.18, -0.02, -0.05], [0.21, -0.59, -0.78], [-0.28, -0.44, 1.59], [0.66, 0.24, -0.23], [-0.19, -0.28, -0.99], [-0.73, -0.06, -1.21], [-0.23, 0.17, -0.04], [-0.53, 0.21, -0.37], [0.31, 0.09, -0.72], [0.81, -0.51, -0.69], [-0.30, -0.33, -0.50], [0.07, -0.04, 1.13], [0.24, -0.47, -0.91], [0.13, 0.34, 0.42], [0.45, 0.20, 0.06], [0.08, 0.63, -1.03], [-0.28, 0.23, 0.02], [1.34, 0.68, -0.18], [-0.94, 0.11, -0.39], [-1.17, -1.18, 0.85], [0.88, -0.23, 0.75]]
}